No. 1
Formula: C3H3N3
Source: the Open Molecules 2025 dataset
Level of theory: ωB97M-V with the def2-TZVPD basis set

Structure (XYZ):
```
9
Properties=species:S:1:pos:R:3:forces:R:3
C 1.449 0.516 -2.708 -0.27 -0.56 -0.92
C 2.430 1.970 -1.069 -0.44 1.28 -0.20
C -0.322 -0.164 0.126 0.32 -0.85 -0.83
N 0.989 -0.122 -3.575 -0.21 0.19 -0.23
N 2.660 2.913 -0.434 0.77 1.27 1.14
N 2.029 0.997 -1.709 0.14 -2.20 0.18
H 0.164 -1.070 -0.296 -0.71 0.69 0.33
H 0.349 0.474 0.677 -0.33 0.27 0.19
H -1.337 0.118 -0.188 0.74 -0.11 0.34
```
Positions in Å, forces in eV/Å.

Summary:
**HOMO energy (spin up / spin down)**: -11.29 / -9.31 eV
**E_LUMO (spin up / spin down)**: -0.38 / -4.05 eV
**Relative energy (zero: lowest compared OMol25 entry of this formula, charge and spin)**: 507.66 kJ/mol
**Total charge**: 0
**Orbital gap (spin up / spin down)**: 10.91 / 5.26 eV
**E**: -7624.2880 eV



No. 2
Formula: C3H3N3O
Source: the Open Molecules 2025 dataset
Level of theory: ωB97M-V with the def2-TZVPD basis set

Structure (XYZ):
```
10
Properties=species:S:1:pos:R:3:forces:R:3
N -1.239 -1.663 -1.183 0.45 0.70 0.12
C -0.583 -0.663 -0.983 -0.27 -0.46 -0.15
N 1.282 -1.031 1.788 1.63 1.06 0.36
N 2.179 -0.416 1.966 -1.61 -1.10 -0.29
O -1.431 1.320 0.827 0.34 0.02 -0.18
C -0.420 1.448 0.169 -0.18 -0.07 0.13
C 0.067 0.482 -0.822 -0.14 -0.06 -0.11
H -1.033 -2.496 -0.639 -0.01 -0.02 0.02
H 0.230 2.335 0.297 -0.07 -0.02 -0.04
H 0.949 0.685 -1.421 -0.13 -0.05 0.13
```
Positions in Å, forces in eV/Å.

Summary:
**SMILES**: N=C=CC=O.N#N
**HOMO energy**: -9.67 eV
**E_LUMO**: 0.51 eV
**Relative energy (zero: lowest compared OMol25 entry of this formula, charge and spin)**: 78.20 kJ/mol
**Total charge**: 0
**Orbital gap**: 10.18 eV
**E**: -9676.6437 eV



No. 3
Formula: C3H3N3O
Source: the Open Molecules 2025 dataset
Level of theory: ωB97M-V with the def2-TZVPD basis set

Structure (XYZ):
```
10
Properties=species:S:1:pos:R:3:forces:R:3
O 2.554 0.369 -0.119 -0.40 -0.17 0.22
C 1.573 -0.284 0.056 0.66 0.16 -0.11
N 0.360 0.203 0.673 0.03 -0.01 -0.33
C -0.261 1.056 -0.230 -0.11 0.11 -0.14
N -1.431 0.621 -0.577 0.04 0.16 0.36
C -1.537 -0.548 0.156 -0.14 -0.12 0.13
N -0.517 -0.841 0.904 -0.26 -0.07 -0.47
H 1.376 -1.291 -0.342 0.44 -0.14 0.22
H 0.263 1.932 -0.594 -0.18 -0.14 -0.02
H -2.382 -1.217 0.071 -0.08 0.21 0.13
```
Positions in Å, forces in eV/Å.

Summary:
**SMILES**: O=Cn1cncn1
**HOMO energy**: -11.04 eV
**E_LUMO**: 0.48 eV
**Relative energy (zero: lowest compared OMol25 entry of this formula, charge and spin)**: 140.67 kJ/mol
**Total charge**: 0
**Orbital gap**: 11.53 eV
**E**: -9675.9963 eV



No. 4
Formula: C3H3N3O
Source: the Open Molecules 2025 dataset
Level of theory: ωB97M-V with the def2-TZVPD basis set

Structure (XYZ):
```
10
Properties=species:S:1:pos:R:3:forces:R:3
C 0.060 1.995 -0.041 1.08 -0.32 0.07
C -4.015 0.384 -0.029 -1.17 -0.62 0.12
C 1.449 -0.360 0.460 -4.32 -4.48 -1.13
N 0.250 3.125 -0.099 0.69 1.84 0.23
N -4.989 -0.213 0.034 -0.04 -0.08 -0.03
N -0.452 0.824 -0.158 -2.67 -2.81 -0.63
O 0.206 -0.337 0.065 1.59 2.15 0.56
H -3.143 0.942 -0.062 1.28 0.67 -0.11
H 1.946 0.482 0.598 2.44 3.60 0.68
H 1.645 -1.403 0.621 1.12 0.03 0.24
```
Positions in Å, forces in eV/Å.

Summary:
**HOMO energy (spin up / spin down)**: -9.99 / -9.54 eV
**E_LUMO (spin up / spin down)**: -1.54 / -2.11 eV
**Relative energy (zero: lowest compared OMol25 entry of this formula, charge and spin)**: 619.52 kJ/mol
**Total charge**: 0
**Orbital gap (spin up / spin down)**: 8.45 / 7.43 eV
**E**: -9671.0333 eV



No. 5
Formula: C3H3N3O
Source: the Open Molecules 2025 dataset
Level of theory: ωB97M-V with the def2-TZVPD basis set

Structure (XYZ):
```
10
Properties=species:S:1:pos:R:3:forces:R:3
C 0.207 0.017 0.775 5.55 3.24 -3.81
C -0.574 -0.488 1.639 -2.50 -1.97 3.64
C 0.035 0.953 -2.339 -2.31 2.41 -4.82
N 0.076 -0.244 -0.557 -1.23 -1.73 -0.69
N -1.316 -0.957 2.496 0.16 1.08 -0.99
N 0.840 0.474 -1.484 -2.63 -3.56 3.09
O -0.896 0.774 -3.082 1.71 -0.07 1.99
H 1.226 0.590 0.946 -2.08 -1.05 0.94
H -1.229 -1.939 2.701 0.26 -0.45 0.18
H 1.632 0.820 -1.093 3.06 2.10 0.48
```
Positions in Å, forces in eV/Å.

Summary:
**HOMO energy (spin up / spin down)**: -7.98 / -7.30 eV
**E_LUMO (spin up / spin down)**: 0.22 / -0.63 eV
**Relative energy (zero: lowest compared OMol25 entry of this formula, charge and spin)**: 600.15 kJ/mol
**Total charge**: 0
**Orbital gap (spin up / spin down)**: 8.20 / 6.67 eV
**E**: -9671.2341 eV



No. 6
Formula: C3H3N3O
Source: the Open Molecules 2025 dataset
Level of theory: ωB97M-V with the def2-TZVPD basis set

Structure (XYZ):
```
10
Properties=species:S:1:pos:R:3:forces:R:3
N 2.039 -0.179 0.330 -0.67 -0.44 -0.02
C 1.023 -0.832 0.255 0.48 0.32 0.02
N 0.286 2.863 -0.445 -1.58 0.75 0.76
N -0.665 3.205 -0.007 1.72 -0.38 -0.75
O -1.248 0.586 -0.279 -0.18 -0.55 0.03
C -1.318 -0.601 -0.038 -0.04 0.22 -0.08
C -0.158 -1.441 0.271 0.12 0.06 0.00
H 2.590 0.013 -0.503 -0.02 -0.08 0.04
H -2.296 -1.115 -0.059 0.09 -0.06 0.08
H -0.253 -2.500 0.477 0.07 0.15 -0.06
```
Positions in Å, forces in eV/Å.

Summary:
**SMILES**: N=C=CC=O.N#N
**HOMO energy**: -9.66 eV
**E_LUMO**: 0.54 eV
**Relative energy (zero: lowest compared OMol25 entry of this formula, charge and spin)**: 84.08 kJ/mol
**Total charge**: 0
**Orbital gap**: 10.19 eV
**E**: -9676.5828 eV



No. 7
Formula: C3H3N3O
Source: the Open Molecules 2025 dataset
Level of theory: ωB97M-V with the def2-TZVPD basis set

Structure (XYZ):
```
10
Properties=species:S:1:pos:R:3:forces:R:3
O 0.304 1.553 1.414 0.26 0.17 -0.27
C 0.141 0.606 0.485 -0.16 -0.29 -0.34
C -0.899 -0.316 0.734 -0.06 -0.08 0.10
N -1.041 -1.394 0.009 0.08 -0.01 0.50
N -0.222 -1.565 -1.016 -0.50 -0.06 -0.02
C 0.593 -0.582 -1.337 -0.68 -0.35 -0.12
N 0.867 0.536 -0.619 -0.44 -0.53 0.10
H 1.008 2.165 1.158 0.03 -0.09 -0.15
H -1.620 -0.175 1.527 0.12 0.14 0.14
H 0.868 -0.829 -2.356 1.36 1.10 0.05
```
Positions in Å, forces in eV/Å.

Summary:
**SMILES**: Oc1cnncn1
**HOMO energy**: -9.66 eV
**E_LUMO**: 0.22 eV
**Relative energy (zero: lowest compared OMol25 entry of this formula, charge and spin)**: 139.55 kJ/mol
**Total charge**: 0
**Orbital gap**: 9.89 eV
**E**: -9676.0079 eV



No. 8
Formula: C3H3N3O
Source: the Open Molecules 2025 dataset
Level of theory: ωB97M-V with the def2-TZVPD basis set

Structure (XYZ):
```
10
Properties=species:S:1:pos:R:3:forces:R:3
N 2.027 -0.083 0.220 -0.76 -0.32 -0.07
C 0.900 -0.509 0.074 0.57 0.00 0.02
N 0.931 2.630 -0.530 -1.66 -0.10 0.85
N -0.031 2.545 -0.001 1.65 0.42 -0.92
O -1.906 0.443 0.720 0.25 -0.46 -0.15
C -1.603 -0.656 0.311 -0.07 0.25 0.10
C -0.260 -1.145 -0.021 0.14 -0.02 0.04
H 2.490 0.380 -0.560 -0.11 0.08 0.10
H -2.376 -1.437 0.153 0.03 0.14 0.02
H -0.172 -2.169 -0.367 -0.04 0.01 0.01
```
Positions in Å, forces in eV/Å.

Summary:
**SMILES**: N=C=CC=O.N#N
**HOMO energy**: -9.71 eV
**E_LUMO**: 0.44 eV
**Relative energy (zero: lowest compared OMol25 entry of this formula, charge and spin)**: 92.44 kJ/mol
**Total charge**: 0
**Orbital gap**: 10.16 eV
**E**: -9676.4961 eV



No. 9
Formula: C3H3N3O
Source: the Open Molecules 2025 dataset
Level of theory: ωB97M-V with the def2-TZVPD basis set

Structure (XYZ):
```
10
Properties=species:S:1:pos:R:3:forces:R:3
C -0.225 -0.312 -0.107 -2.42 0.68 1.63
C 1.905 -0.466 -0.002 0.98 -0.86 -0.01
C 1.520 1.011 0.074 0.76 -2.00 -0.06
H -1.971 1.074 -0.089 0.93 2.39 -0.39
H 2.966 -0.940 -0.067 -2.05 1.08 0.36
H 2.214 1.801 0.370 -0.43 0.03 -0.54
N -1.516 -0.677 0.166 4.08 0.54 -1.90
N 0.846 -1.219 -0.036 0.41 0.95 -0.15
N 0.266 1.104 -0.097 -1.84 -1.03 0.27
O -2.448 0.277 -0.029 -0.42 -1.78 0.78
```
Positions in Å, forces in eV/Å.

Summary:
**SMILES**: ON=C1N=CC=N1
**HOMO energy**: -9.92 eV
**E_LUMO**: -1.32 eV
**Relative energy (zero: lowest compared OMol25 entry of this formula, charge and spin)**: 339.47 kJ/mol
**Total charge**: 0
**Orbital gap**: 8.60 eV
**E**: -9673.9359 eV



No. 10
Formula: C3H3N3O
Source: the Open Molecules 2025 dataset
Level of theory: ωB97M-V with the def2-TZVPD basis set

Structure (XYZ):
```
10
Properties=species:S:1:pos:R:3:forces:R:3
N -2.153 -0.744 0.565 0.25 -0.20 -0.47
C -1.315 -0.810 -0.326 -0.22 -0.12 -0.03
N -0.415 -0.870 -1.166 -0.56 -0.14 0.49
N 0.173 0.372 -1.411 0.19 0.49 0.26
O 1.485 -1.059 0.881 -0.05 0.65 -0.02
C 1.404 0.139 0.757 0.03 -0.50 0.15
C 0.909 0.836 -0.479 0.04 -0.01 -0.37
H -3.106 -0.542 0.267 0.13 -0.04 0.06
H 1.769 0.820 1.550 -0.02 -0.01 -0.05
H 1.248 1.858 -0.637 0.21 -0.13 -0.03
```
Positions in Å, forces in eV/Å.

Summary:
**SMILES**: N=C=N/N=C\C=O
**HOMO energy**: -9.56 eV
**E_LUMO**: -0.58 eV
**Relative energy (zero: lowest compared OMol25 entry of this formula, charge and spin)**: 313.16 kJ/mol
**Total charge**: 0
**Orbital gap**: 8.98 eV
**E**: -9674.2085 eV



Which formula does entry 8 have? C3H3N3O



Which of these has the lowest E? number 2



The lowest relative energy (zero: lowest compared OMol25 entry of this formula, charge and spin) belongs to which entry? number 2